85
Properties=species:S:1:pos:R:3:forces:R:3 method="wB97M-V/def2-TZVPD" orbital_gap_ev=4.16 e_lumo_ha=-0.1759 e_homo_ev=-8.9 multiplicity=1 total_charge=+1
Ta 0.178364 0.412157 0.161772 0.94 -1.51 -1.10
C 2.705613 1.781125 -1.296082 0.09 0.19 0.11
N 1.935874 0.537726 -1.515709 -1.04 -0.25 1.04
C 1.346438 0.488900 -2.883238 0.01 0.03 -0.37
C 2.749725 -0.672443 -1.390057 0.17 -0.09 -0.03
C 3.912962 -0.822603 -2.131273 -0.01 0.14 -0.07
C 4.541710 -2.051186 -2.203426 -0.05 -0.05 0.01
C 3.952309 -3.143021 -1.577091 0.01 0.06 -0.05
C 2.808983 -2.982391 -0.818868 -0.15 -0.06 0.09
C 2.223593 -1.721981 -0.646574 0.17 -0.09 -0.25
N 1.148208 -1.459019 0.206448 -1.00 0.96 -0.20
C 1.001813 -2.181591 1.393596 0.11 -0.08 0.22
C 2.006987 -2.949248 1.999741 0.05 0.03 -0.08
C 1.750691 -3.699253 3.132388 -0.11 0.03 0.04
C 0.484614 -3.701109 3.703022 0.04 -0.02 -0.02
C -0.482558 -2.862831 3.180013 -0.11 0.08 0.01
C -0.209072 -2.073802 2.072629 0.02 -0.10 0.21
N -1.167793 -1.074359 1.597728 0.82 0.71 -0.78
C -1.738104 -0.319787 2.732929 -0.20 0.11 0.04
C -2.266944 -1.711598 0.831210 -0.14 -0.17 -0.16
H 3.452582 1.924546 -2.077068 -0.02 -0.07 -0.03
H 3.207816 1.729388 -0.331628 0.00 -0.03 -0.01
H 2.032196 2.636684 -1.302164 0.01 -0.05 0.02
H 2.125970 0.655250 -3.628709 0.07 0.11 0.08
H 0.568372 1.232963 -2.995494 -0.03 0.00 0.03
H 0.908376 -0.492031 -3.041681 0.11 0.14 0.07
H 4.321464 0.018132 -2.677434 -0.02 -0.02 -0.03
H 5.447067 -2.165403 -2.782157 0.00 0.00 0.01
H 4.380109 -4.130305 -1.686880 0.01 0.00 0.01
H 2.349318 -3.844848 -0.356884 0.03 0.00 0.02
H 3.001621 -2.954312 1.580301 -0.01 -0.04 -0.03
H 2.545158 -4.286699 3.572859 0.00 -0.02 -0.03
H 0.256625 -4.325895 4.554844 0.03 0.02 0.02
H -1.458243 -2.823365 3.646603 0.02 0.00 0.02
H -2.337977 -0.969781 3.369206 -0.03 -0.02 -0.06
H -2.386583 0.466604 2.347693 0.00 -0.04 -0.01
H -0.941365 0.108066 3.335447 0.02 -0.05 0.01
H -2.831347 -2.379116 1.485706 0.06 0.01 0.04
H -1.853543 -2.287116 0.006886 0.06 0.03 -0.04
H -2.937158 -0.948250 0.440231 0.02 0.00 0.05
Cl 2.232441 2.277301 7.095016 0.00 0.00 0.01
C 1.984748 1.810533 5.455405 0.04 -0.05 -0.02
C 2.809154 0.841543 4.879867 -0.08 0.09 0.01
C 2.623105 0.461192 3.565018 0.11 -0.10 -0.20
C 1.610914 1.043787 2.816451 -0.04 0.31 0.39
O 1.386669 0.696434 1.546421 1.20 0.61 1.63
C 0.768362 2.002952 3.390512 0.17 -0.19 0.02
C -0.292848 2.596168 2.625278 0.03 0.18 -0.27
N -0.674155 2.244792 1.440127 0.16 -0.89 -0.06
C -1.731201 2.984072 0.852116 -0.38 0.20 -0.05
C -2.858897 3.356226 1.540221 0.16 -0.23 0.09
C -3.853611 4.138896 0.930890 -0.06 0.08 -0.15
C -3.701752 4.545300 -0.363709 -0.01 -0.02 0.08
C -2.559224 4.162490 -1.101767 0.08 -0.10 0.01
C -2.366610 4.553138 -2.443644 0.03 0.00 -0.03
C -1.227692 4.174559 -3.087811 -0.09 0.05 0.01
C -0.294579 3.384977 -2.396861 0.10 0.08 0.08
N -0.446634 2.954180 -1.164053 0.25 -0.11 0.16
C -1.567536 3.355909 -0.501907 -0.14 0.14 -0.07
C 0.974460 2.389824 4.720322 -0.13 0.08 -0.02
H 3.595252 0.394102 5.472245 -0.01 -0.01 0.00
H 3.245801 -0.296475 3.107575 0.02 0.02 0.01
H -0.797565 3.440448 3.093861 -0.01 0.05 -0.06
H -3.001523 3.022894 2.561760 0.03 0.03 0.02
H -4.732992 4.414763 1.495665 0.00 -0.01 0.00
H -4.451278 5.157544 -0.847966 -0.02 -0.01 0.01
H -3.118766 5.156988 -2.934984 0.00 -0.02 -0.02
H -1.033811 4.453135 -4.113249 0.03 0.03 0.01
H 0.628139 3.127101 -2.897818 0.01 -0.03 -0.04
H 0.330619 3.134392 5.171972 0.03 0.01 0.01
O -3.125023 -3.797761 -6.103220 -0.22 0.00 -0.17
C -3.448483 -3.722286 -4.917981 0.83 0.12 0.65
O -4.366881 -4.165776 -4.216511 -0.27 0.04 -0.18
C -2.413679 -2.956937 -4.028270 -0.54 -0.45 -0.49
C -1.218078 -3.558492 -3.653950 0.12 0.25 0.12
C -0.356771 -2.880125 -2.802080 -0.07 -0.13 -0.10
N -0.627632 -1.678163 -2.302087 -0.01 -0.15 0.36
C -1.781337 -1.111354 -2.670715 0.05 -0.05 0.14
C -2.696198 -1.687640 -3.529819 0.13 0.25 0.18
C -2.058867 0.203386 -2.040848 -0.68 -0.09 -0.93
O -2.816891 1.035111 -2.439531 0.14 0.08 0.34
O -1.321815 0.412600 -0.899553 -0.84 0.09 -0.27
H -0.960679 -4.542248 -4.023095 -0.01 0.01 -0.04
H 0.593421 -3.314902 -2.506822 0.00 -0.02 0.00
H -3.613948 -1.172767 -3.781337 -0.03 -0.05 0.01

93
Properties=species:S:1:pos:R:3:forces:R:3 method="wB97M-V/def2-TZVPD" orbital_gap_ev=5.70 e_lumo_ha=-0.1892 e_homo_ev=-10.8 multiplicity=1 total_charge=+1 de_lowest_kcal_mol=0.0
Pb -0.549151 -0.119920 -0.632532 -0.29 0.17 0.54
C 3.334974 -2.651944 -2.144081 0.03 -0.08 0.01
C 4.294752 -1.653373 -2.139806 0.09 0.07 0.03
C 3.897237 -0.325560 -2.144598 0.17 0.04 0.00
C 2.541446 -0.033271 -2.162011 -0.29 0.01 -0.04
N 1.617658 -0.996722 -2.082252 0.13 -0.17 -0.15
C 2.004175 -2.275210 -2.086870 -0.10 0.26 0.14
C 2.014519 1.350839 -2.389207 -0.21 -0.16 0.09
C 2.800444 2.333199 -2.966838 0.16 0.04 0.02
C 2.220437 3.549883 -3.276807 0.01 0.10 -0.04
C 0.873659 3.745687 -3.035272 0.01 0.13 -0.05
C 0.143680 2.716141 -2.458392 -0.08 -0.17 0.15
N 0.719487 1.560128 -2.127064 0.11 -0.06 -0.21
C -1.339091 2.794786 -2.261048 0.16 -0.23 -0.01
C -2.053629 3.974964 -2.370592 -0.01 0.17 -0.03
C -3.438218 3.928148 -2.286713 0.01 0.12 0.01
C -4.066750 2.708490 -2.116258 -0.12 0.01 0.02
C -3.275490 1.581369 -1.981587 0.16 -0.01 0.10
N -1.946924 1.624346 -2.031273 -0.04 0.12 -0.11
H 3.610473 -3.699331 -2.175907 -0.03 0.08 0.01
H 5.348192 -1.905061 -2.139427 -0.03 0.02 -0.01
H 4.633076 0.468668 -2.133945 -0.04 -0.08 -0.02
H 1.206648 -3.009486 -2.028845 0.01 0.05 -0.02
H 3.843321 2.148659 -3.188830 -0.09 0.02 -0.03
H 2.809903 4.333366 -3.736355 -0.02 -0.03 0.02
H 0.394904 4.670676 -3.325553 0.04 -0.04 0.03
H -1.545936 4.921571 -2.511096 -0.07 -0.09 0.02
H -4.017451 4.842538 -2.354871 0.05 -0.08 -0.01
H -5.145918 2.629028 -2.057555 0.11 0.00 -0.02
H -3.716703 0.607028 -1.814328 0.03 0.05 0.02
C 4.534290 0.588523 5.426628 -0.08 0.07 0.03
C 3.190026 0.451136 4.779740 -0.01 0.01 0.00
C 2.173561 -0.272147 5.405493 0.17 0.03 0.06
C 0.955010 -0.389648 4.793530 -0.23 0.06 -0.21
C 0.706834 0.188364 3.513256 0.10 -0.15 0.04
N -0.432616 0.004787 2.829383 -0.18 -0.01 0.10
C -1.310507 -0.942207 3.119142 0.04 0.17 0.08
C -0.993721 -2.164060 3.797155 0.18 0.03 -0.08
C -1.964098 -2.842413 4.466117 -0.21 -0.09 0.15
C -3.257020 -2.285066 4.566086 0.06 -0.11 0.03
C -4.288796 -2.897701 5.462077 0.04 0.00 -0.06
C -3.593209 -1.178050 3.782373 -0.07 -0.04 -0.06
C -2.692919 -0.578189 2.920860 0.02 -0.01 -0.07
C -3.152669 0.437988 1.820724 -0.10 -0.26 0.15
O -2.250485 0.771257 0.913635 0.00 -0.05 -0.03
C -4.346882 -0.279295 1.047789 0.09 0.12 -0.05
F -4.943640 0.603600 0.229050 0.11 -0.27 0.14
F -3.802321 -1.258191 0.279918 -0.27 0.17 0.12
F -5.331051 -0.863886 1.763037 0.24 0.12 -0.29
C -3.755823 1.710056 2.551519 0.13 0.00 0.09
F -5.066346 1.559309 2.881341 0.47 0.00 0.00
F -3.652738 2.783663 1.780498 -0.11 -0.08 0.08
F -3.088857 1.964071 3.703407 -0.25 -0.09 -0.30
C 1.697385 1.061681 2.944052 -0.07 0.03 -0.11
C 2.918910 1.124476 3.574521 0.04 0.00 0.10
C 1.395335 1.744335 1.585453 0.03 -0.23 -0.09
O 1.077189 0.800980 0.657429 0.05 0.22 0.20
C 2.667629 2.496979 1.018211 -0.13 -0.22 0.06
F 3.294033 3.349305 1.853045 -0.14 -0.13 -0.09
F 3.589849 1.583676 0.639168 -0.17 0.24 0.04
F 2.323076 3.207068 -0.064845 0.10 -0.12 0.07
C 0.275394 2.851481 1.773088 0.12 -0.13 -0.09
F -0.650436 2.540869 2.681384 0.19 0.28 -0.10
F -0.343477 3.053738 0.602554 0.06 0.14 0.18
F 0.818534 4.021891 2.174170 -0.14 -0.15 -0.15
H 4.814306 -0.321109 5.956901 -0.01 0.00 -0.02
H 4.504174 1.397944 6.164028 0.00 -0.04 -0.05
H 5.304805 0.835515 4.698535 -0.01 -0.01 0.00
H 2.339242 -0.705666 6.387079 0.00 0.04 -0.11
H 0.134983 -0.854447 5.322948 0.00 0.03 -0.02
H 0.018522 -2.548990 3.714477 -0.14 0.09 0.02
H -1.746327 -3.786413 4.951486 -0.02 0.05 0.01
H -3.953135 -3.841340 5.889845 0.00 0.05 -0.03
H -5.226056 -3.061012 4.926242 0.05 0.01 0.01
H -4.508752 -2.207232 6.281272 0.01 -0.02 -0.02
H -4.617095 -0.831522 3.814595 0.07 0.01 0.04
H 3.720662 1.716026 3.164011 0.00 0.00 -0.04
C -2.299091 -3.624323 -1.489163 0.20 -0.06 -0.09
O -1.038895 -3.357292 -0.884512 -0.03 -0.04 0.01
C -0.934093 -3.916947 0.410977 -0.22 0.21 -0.09
C 0.466733 -3.756053 0.915914 0.16 0.10 0.04
O 0.734935 -2.402221 1.245079 0.21 -0.09 -0.22
C 2.118323 -2.214591 1.529579 -0.11 -0.05 -0.02
H -3.104747 -3.089378 -0.990057 -0.07 0.05 0.09
H -2.518489 -4.695819 -1.468499 0.02 -0.02 -0.01
H -2.235909 -3.301032 -2.527267 0.01 0.02 0.05
H -1.171417 -4.984699 0.376875 -0.05 -0.08 0.01
H -1.640204 -3.429904 1.098860 -0.04 -0.01 -0.01
H 1.166611 -4.102169 0.148152 0.06 -0.01 -0.02
H 0.602776 -4.390204 1.799061 0.03 -0.05 0.10
H 2.424588 -2.829797 2.384528 -0.01 0.01 0.03
H 2.269584 -1.162584 1.746266 -0.02 0.02 -0.04
H 2.736165 -2.486344 0.668310 -0.02 -0.02 -0.01